C5H12N4O | ωB97M-V/def2-TZVPD

## Properties
energy above the lowest of the compared OMol25 structures with the same formula, charge and spin: 127.6 kJ/mol
highest occupied orbital energy (alpha / beta): -15.664 / -18.212 eV
LUMO level (alpha / beta): -7.11 / -10.64 eV
charge: +2
HOMO-LUMO gap (alpha / beta): 8.556 / 7.573 eV
2S+1: 3
⟨S²⟩: 2.017
calculated total energy: -491.14263 Eh

Last column: Mulliken charge in e.
Element x y z (Å)
C1 -2.484 -0.992 0.380  -0.116
C2 -0.819 1.870 0.033  -0.731
C3 0.369 0.886 0.035  0.234
C4 0.553 -0.220 0.746  -0.292
C5 1.825 -1.001 0.751  -0.453
N1 -2.439 0.277 0.159  0.345
N2 -2.151 1.418 -0.059  -0.451
N3 -2.262 -1.875 -0.552  -0.230
N4 1.375 1.338 -0.907  -0.247
O1 2.766 -0.607 -0.334  -0.559
H1 -0.824 2.365 1.058  0.351
H2 -0.715 2.718 -0.711  0.403
H3 -2.642 -1.187 1.425  0.513
H4 -0.246 -0.684 1.362  0.453
H5 2.298 -0.915 1.795  0.313
H6 1.608 -2.158 0.639  0.371
H7 -2.144 -1.526 -1.496  0.296
H8 -2.629 -2.898 -0.382  0.345
H9 1.226 1.398 -1.932  0.359
H10 2.336 0.871 -0.707  0.355
H11 1.672 2.236 -0.632  0.403
H12 3.328 -1.314 -0.672  0.338